This record from the OMol25 dataset describes a 10-piece molecular cluster, C48H70B2N11O4S overall at a distorted geometry. The level of theory is ωB97M-V/def2-TZVPD.

XYZ file:
```
136
Properties=species:S:1:pos:R:3:lowdin_charge:R:1
C 4.47 0.58 0.79 -0.11
O 3.25 0.69 1.56 -0.26
C 2.13 1.16 0.74 -0.22
C 2.05 2.78 0.87 -0.16
C 0.54 3.34 0.74 -0.21
C 0.40 4.16 -0.64 -0.21
C -1.14 4.60 -0.93 -0.18
C -1.87 3.34 -1.67 -0.18
C -3.36 3.07 -1.13 -0.11
N -3.62 1.66 -0.71 0.00
C -3.19 0.41 -1.26 -0.46
S -2.13 0.17 -2.75 0.82
N -3.67 -0.77 -0.61 0.12
C -4.52 -0.31 0.50 0.04
B -5.30 -1.35 1.47 -0.44
O -5.21 -1.41 2.90 0.12
O -6.20 -2.29 0.81 0.10
C -4.47 1.22 0.42 0.05
B -5.33 2.11 1.48 -0.35
C -5.51 1.80 3.06 -0.02
O -6.02 3.28 0.93 0.05
H 5.13 -0.30 1.15 0.10
H 5.10 1.54 0.98 0.10
H 4.31 0.47 -0.34 0.09
H 2.19 0.86 -0.36 0.13
H 1.15 0.73 1.17 0.11
H 2.71 3.27 0.05 0.12
H 2.45 3.12 1.89 0.12
H -0.21 2.46 0.80 0.10
H 0.36 4.11 1.58 0.10
H 0.82 3.47 -1.46 0.11
H 1.06 5.10 -0.64 0.11
H -1.05 5.52 -1.63 0.11
H -1.66 4.92 0.03 0.10
H -1.16 2.46 -1.56 0.07
H -1.99 3.69 -2.77 0.13
H -4.15 3.39 -1.89 0.15
H -3.52 3.72 -0.18 0.13
H -2.52 -0.99 -3.45 -0.10
H -3.48 -1.75 -0.85 0.17
H -4.50 -0.84 3.26 0.10
H -6.14 -3.16 1.26 0.11
H -4.55 1.50 3.60 0.07
H -6.00 2.67 3.65 0.10
H -6.26 0.92 3.18 0.10
H -5.60 4.04 1.38 0.11
N 1.60 -1.93 2.04 0.01
C 0.82 -1.85 3.16 -0.14
C -0.15 -2.82 3.08 -0.12
C 0.05 -3.51 1.86 -0.12
C 1.14 -2.95 1.24 -0.15
H 2.38 -1.34 1.83 0.11
H 1.02 -1.11 3.92 0.11
H -0.92 -3.01 3.81 0.09
H -0.54 -4.34 1.48 0.09
H 1.62 -3.17 0.30 0.10
N 7.77 0.71 -1.28 0.00
C 7.18 -0.44 -1.73 -0.16
C 6.75 -0.23 -3.02 -0.12
C 7.11 1.10 -3.37 -0.11
C 7.74 1.65 -2.28 -0.14
H 8.17 0.84 -0.37 0.15
H 7.10 -1.31 -1.09 0.10
H 6.24 -0.95 -3.64 0.09
H 6.93 1.59 -4.31 0.09
H 8.17 2.63 -2.13 0.11
N 1.35 9.15 -0.43 0.01
C 0.66 8.17 0.23 -0.15
C 1.50 7.63 1.17 -0.11
C 2.74 8.31 1.08 -0.10
C 2.62 9.24 0.08 -0.16
H 0.98 9.72 -1.18 0.15
H -0.36 7.95 -0.03 0.10
H 1.25 6.83 1.85 0.09
H 3.62 8.13 1.68 0.10
H 3.32 9.97 -0.30 0.12
N 4.39 -4.59 -0.01 0.00
C 4.58 -4.44 -1.36 -0.16
C 5.19 -5.59 -1.82 -0.11
C 5.36 -6.45 -0.71 -0.11
C 4.86 -5.81 0.39 -0.14
H 3.97 -3.90 0.60 0.12
H 4.27 -3.54 -1.87 0.10
H 5.47 -5.78 -2.84 0.09
H 5.81 -7.43 -0.72 0.09
H 4.79 -6.12 1.43 0.11
N 4.10 7.92 -2.51 0.00
C 5.46 7.83 -2.50 -0.14
C 5.89 7.79 -3.81 -0.11
C 4.74 7.87 -4.63 -0.12
C 3.65 7.95 -3.81 -0.15
H 3.51 7.96 -1.69 0.10
H 6.01 7.80 -1.57 0.11
H 6.92 7.72 -4.13 0.09
H 4.72 7.86 -5.71 0.09
H 2.60 8.02 -4.03 0.10
N -0.45 -3.23 -3.85 -0.01
C -1.52 -3.58 -4.63 -0.16
C -1.26 -4.80 -5.20 -0.10
C 0.02 -5.21 -4.75 -0.10
C 0.50 -4.23 -3.92 -0.13
H -0.36 -2.38 -3.31 0.11
H -2.38 -2.92 -4.71 0.08
H -1.91 -5.33 -5.87 0.10
H 0.53 -6.12 -5.01 0.10
H 1.42 -4.15 -3.37 0.10
N -6.48 -5.83 3.16 0.00
C -5.36 -5.65 3.91 -0.14
C -4.38 -6.50 3.45 -0.10
C -4.94 -7.23 2.37 -0.11
C -6.24 -6.79 2.21 -0.15
H -7.35 -5.34 3.28 0.15
H -5.34 -4.93 4.72 0.11
H -3.38 -6.59 3.84 0.09
H -4.45 -7.98 1.77 0.08
H -7.00 -7.08 1.50 0.10
N -1.90 4.51 5.00 0.00
C -0.78 4.68 5.76 -0.13
C 0.18 3.81 5.31 -0.10
C -0.39 3.09 4.22 -0.12
C -1.67 3.55 4.05 -0.16
H -2.77 5.02 5.12 0.15
H -0.76 5.40 6.57 0.11
H 1.18 3.70 5.71 0.10
H 0.09 2.32 3.63 0.08
H -2.44 3.27 3.34 0.09
N -5.33 -9.47 -0.52 0.00
C -5.15 -9.32 -1.87 -0.14
C -4.52 -10.45 -2.34 -0.11
C -4.32 -11.31 -1.24 -0.11
C -4.83 -10.68 -0.13 -0.14
H -5.76 -8.79 0.09 0.11
H -5.48 -8.43 -2.38 0.10
H -4.24 -10.63 -3.37 0.09
H -3.85 -12.28 -1.25 0.09
H -4.88 -10.99 0.91 0.11
```

## Properties
electronic energy: -3221.873079 Ha
HOMO energy: -9.4 eV
ΔE to the lowest compared entry with this formula, charge and spin: 105.3 kcal per mole
total charge: +1